Entry 1:
Here is a molecular structure, C17H10BF11N7O4RuS3 in a non-equilibrium geometry from OMol25. Energies are from the ωB97M-V functional and the def2-TZVPD basis.

Expectation value of S² = 0.7631
Orbital gap (spin up / spin down) = 7.16 / 7.72 eV
Lowest unoccupied orbital energy (spin up / spin down) = -0.05685 / -0.05649 hartree
Multiplicity = 2
Molecular weight = 793.37 u
DFT total energy = -3750.9216 Eh
Relative energy (zero: lowest compared OMol25 entry of this formula, charge and spin) = 45.0 kcal/mol
F_max = 2.4 eV Å⁻¹
HOMO level (spin up / spin down) = -8.71 / -9.26 eV

Element x y z (Å)
Ru 0.18163 -0.78593 0.37398
C 0.18481 -4.85350 1.98638
C 0.88842 -3.69550 1.64735
N 0.03207 -2.74078 1.30724
N -1.20995 -3.24600 1.40641
C -1.14300 -4.52085 1.81522
B -2.41597 -2.43703 0.95546
N -2.22207 -2.17139 -0.55146
C -3.13888 -2.05123 -1.51435
C -2.48525 -1.87713 -2.72147
C -1.13398 -1.89659 -2.39117
N -0.97994 -2.08420 -1.07405
N -2.39664 -1.08821 1.68860
C -3.44444 -0.36392 2.08275
C -2.98792 0.85910 2.54365
C -1.60978 0.79913 2.39011
N -1.25521 -0.39005 1.88999
H 0.58903 -5.79508 2.31408
H 1.95011 -3.51232 1.63657
H -2.03583 -5.10908 1.94541
H -3.44478 -3.01543 1.15372
H -4.19246 -2.10352 -1.29044
H -2.92271 -1.76266 -3.69808
H -0.28084 -1.83278 -3.04412
H -4.44356 -0.76316 2.02397
H -3.57238 1.67940 2.92120
H -0.86193 1.52144 2.67110
F -1.75604 3.68032 -0.08466
C -0.80286 3.14300 -0.83370
F -0.36258 4.04396 -1.70203
F 0.20880 2.78741 -0.02949
S -1.44351 1.63654 -1.70709
O -1.42923 0.63846 -0.64371
O -2.71647 2.01101 -2.21853
N -0.43675 1.33248 -2.87207
S 0.97963 0.69438 -2.68158
O 1.27029 -0.32007 -3.64030
O 1.29574 0.41539 -1.27716
C 2.14728 2.06800 -3.09368
F 1.74211 2.70484 -4.18010
F 3.35457 1.56108 -3.29413
F 2.20771 2.92945 -2.07789
F 4.31195 4.55301 0.76832
C 3.84059 3.31507 0.87319
C 2.85057 3.02968 1.79333
F 2.35709 3.99945 2.56493
C 2.36926 1.74063 1.89816
F 1.38166 1.49936 2.76601
C 2.86032 0.70547 1.11022
S 2.34846 -0.95976 1.33498
C 3.84833 1.02758 0.18130
F 4.33706 0.08386 -0.61771
C 4.32858 2.31538 0.05273
F 5.25889 2.60131 -0.85737

Cartesian forces, eV/Å:
Ru 0.2 -2.0 1.4
C 0.1 0.0 0.0
C 0.1 0.0 0.0
N 0.1 1.2 -0.5
N 0.1 -0.2 0.2
C 0.2 0.0 0.0
B 0.0 0.1 -0.3
N -0.3 -0.3 -0.2
C 0.0 0.0 0.0
C 0.1 0.0 -0.1
C -0.2 -0.3 0.0
N 0.1 0.8 -0.2
N -0.2 0.1 0.3
C 0.1 0.1 0.1
C 0.1 0.0 0.0
C 0.1 0.1 0.3
N 0.5 -0.1 -1.2
H 0.0 0.0 0.0
H 0.0 0.0 0.0
H 0.0 0.1 0.0
H 0.0 0.0 0.1
H 0.0 -0.1 0.0
H 0.0 0.0 0.0
H 0.0 0.1 0.1
H 0.0 0.0 0.0
H 0.0 0.0 0.1
H 0.0 0.0 -0.2
F -0.1 0.0 0.0
C 0.2 -0.1 0.0
F -0.1 0.0 0.0
F 0.0 0.1 0.0
S -0.3 0.0 0.3
O 0.2 0.2 0.0
O 0.1 0.0 -0.1
N 0.1 0.1 0.0
S 0.1 0.0 0.0
O -0.1 0.1 0.0
O -0.1 -0.4 0.2
C 0.0 0.0 0.2
F 0.0 0.0 -0.1
F 0.0 0.0 0.0
F 0.0 0.1 0.0
F 0.0 0.0 0.0
C 0.0 0.1 0.0
C -0.1 0.1 0.1
F 0.0 0.0 0.0
C 0.0 -0.2 -0.1
F 0.1 0.1 0.1
C 0.3 0.0 0.0
S -1.3 0.6 -0.2
C -0.2 0.0 0.1
F 0.1 0.0 0.0
C 0.2 -0.1 -0.1
F 0.0 0.0 0.0

***

Entry 2:
Here is a molecular structure, C17H12AsBr2NO6ReS4 in a non-equilibrium geometry from OMol25. Energies are from the ωB97M-V functional and the def2-TZVPD basis.

Net charge = -2
Expectation value of S² = 3.7851
Orbital gap (spin up / spin down) = 3.93 / 3.25 eV
Lowest unoccupied orbital energy (spin up / spin down) = 0.11405 / 0.08994 hartree
Multiplicity = 4
Molecular weight = 875.49 u
DFT total energy = -10216.2562 Eh
Relative energy (zero: lowest compared OMol25 entry of this formula, charge and spin) = 41.1 kcal/mol
F_max = 3.4 eV Å⁻¹
HOMO level (spin up / spin down) = -0.82 / -0.80 eV

Element x y z (Å)
Re 0.29957 0.10184 -0.27957
O 1.18060 -3.39479 2.01827
C 0.92799 -2.25782 1.65043
O 0.87492 -1.87484 0.44714
C 0.75342 -1.16625 2.75440
C 1.63965 0.05411 2.43761
C 1.87968 0.87154 3.71165
C 0.47027 1.45307 3.94450
C -0.27399 0.96408 2.69464
O 0.76688 0.92105 1.71471
C -0.64841 -0.51192 2.84512
C -1.66130 -0.94119 1.73111
O -2.56657 -1.68967 2.05071
O -1.52187 -0.41353 0.57636
H 1.03153 -1.63559 3.70231
H 2.53172 -0.16889 1.84650
H 2.59957 1.66451 3.50124
H 2.24525 0.26479 4.53962
H 0.48485 2.54249 3.96652
H -0.00129 1.08150 4.85325
H -1.09235 1.61265 2.37235
H -1.13903 -0.72762 3.79955
Br 5.25358 -0.28971 -1.86813
C 3.64574 -0.87491 -2.67675
C 3.71539 -1.58453 -3.86123
C 2.56158 -1.98596 -4.49351
Br 2.71775 -2.90403 -6.15522
C 1.28507 -1.72922 -3.96119
C 0.05330 -2.08685 -4.54273
C -1.10784 -1.76841 -3.87592
C -1.05972 -1.12669 -2.64519
N 0.08697 -0.76149 -2.07365
C 1.24727 -1.04557 -2.72582
C 2.42425 -0.55478 -2.06899
O 2.29279 0.15609 -1.01206
H 4.67972 -1.80955 -4.28920
H 0.02689 -2.59545 -5.49421
H -2.06801 -2.02959 -4.29521
H -1.95764 -0.89743 -2.08814
S 0.16374 4.30180 1.63272
As -1.20468 3.65892 0.11420
S -3.02400 2.95413 0.98292
S -0.30696 2.16737 -1.28144
S -1.71871 5.37934 -1.04840

Cartesian forces, eV/Å:
Re -0.4 1.3 2.1
O 0.0 -0.2 -0.2
C 0.2 -0.2 2.4
O -0.3 1.4 -1.9
C 0.3 -0.6 -0.6
C 1.1 -0.7 0.8
C 0.1 0.1 -0.2
C 0.0 0.2 -0.2
C -1.5 0.6 1.1
O 0.1 -0.3 -1.7
C -0.4 0.0 -0.6
C 0.0 -0.5 2.4
O 0.1 0.0 -0.4
O 1.3 0.9 -2.3
H 0.0 0.1 -0.2
H -0.2 0.1 0.0
H 0.0 0.0 0.0
H 0.0 -0.1 -0.1
H -0.1 -0.1 -0.1
H 0.0 -0.1 0.0
H 0.1 0.1 -0.2
H 0.1 0.1 -0.3
Br -0.1 0.0 0.0
C -0.2 0.4 0.8
C -0.5 -0.3 -0.5
C 0.5 -0.1 -0.3
Br 0.0 0.0 0.0
C 0.1 0.1 0.3
C -0.4 0.2 0.4
C 0.4 -0.3 -0.5
C 0.1 0.4 0.8
N -0.7 -1.1 -1.7
C 0.5 0.0 -0.1
C 0.5 -0.3 -0.7
O -1.0 0.2 0.8
H 0.0 0.0 -0.1
H 0.0 0.0 0.0
H 0.0 0.0 0.0
H 0.0 0.1 0.1
S 0.5 -0.6 -0.1
As -1.6 2.5 1.6
S 0.2 -0.8 0.0
S 1.0 -2.1 -0.1
S 0.4 -0.4 -0.6

***

Entry 3:
Here is a single C17H12ClN5O molecule in a non-equilibrium geometry from OMol25. Energies are from the ωB97M-V functional and the def2-TZVPD basis.

Orbital gap = 9.41 eV
Lowest unoccupied orbital energy = 0.01407 hartree
Multiplicity = 1
Molecular weight = 337.77 u
DFT total energy = -1464.1536 Eh
SMILES = Clc1ccccc1Cn1nc(-c2ncccn2)cc1-c1ccon1
Relative energy (zero: lowest compared OMol25 entry of this formula, charge and spin) = 4.0 kcal/mol
F_max = 3.0 eV Å⁻¹
HOMO level = -9.02 eV

Element x y z (Å)
Cl -2.74201 -1.36755 -3.70331
C -2.94166 -1.21447 -2.00892
C -4.23168 -0.97568 -1.52480
C -4.52025 -0.86452 -0.16414
C -3.46654 -1.02249 0.72262
C -2.14561 -1.19005 0.24334
C -1.84282 -1.23111 -1.12487
C -0.37713 -1.37945 -1.58879
N 0.53193 -0.49152 -0.80471
N 1.44339 -1.07152 0.07887
C 2.01366 -0.09388 0.77442
C 3.06922 -0.24132 1.80627
N 3.48636 0.86124 2.46346
C 4.54446 0.77825 3.25935
C 5.13493 -0.44731 3.50877
C 4.59179 -1.57059 2.94885
N 3.60089 -1.46468 2.08069
C 1.40073 1.17419 0.34271
C 0.49047 0.90899 -0.65430
C -0.35008 1.89899 -1.29807
C -1.21605 1.74236 -2.42267
C -1.96719 2.85904 -2.52424
O -1.55877 3.76139 -1.55314
N -0.56380 3.10317 -0.74229
H -5.01318 -0.84607 -2.27088
H -5.53094 -0.64378 0.15215
H -3.63985 -0.95788 1.77062
H -1.39326 -1.24078 1.01185
H -0.28670 -1.16747 -2.66211
H -0.09879 -2.41173 -1.47259
H 4.89481 1.69863 3.75196
H 5.99056 -0.48365 4.12955
H 5.04209 -2.52562 3.15779
H 1.65381 2.14901 0.75191
H -1.33680 0.92198 -3.12992
H -2.66600 3.04586 -3.30541

Cartesian forces, eV/Å:
Cl 0.2 -0.1 -0.6
C 0.0 0.5 1.6
C -0.1 0.0 -0.4
C 0.7 -0.1 -0.7
C 0.8 0.1 -1.1
C -1.2 0.3 0.1
C 0.0 -0.4 0.1
C -0.6 1.2 0.3
N 0.6 -0.2 0.7
N -0.9 0.4 -1.0
C -2.0 1.8 -1.4
C 1.6 -1.0 1.6
N -0.6 0.4 -1.1
C -0.5 -0.4 0.0
C 0.2 0.9 0.4
C -0.2 0.8 -0.6
N -1.3 0.1 -1.1
C 1.2 -0.6 0.8
C 1.5 -1.4 1.4
C -1.9 1.5 -0.1
C -0.5 -0.5 -0.7
C 2.3 0.1 1.6
O 0.2 -2.0 -0.4
N -0.5 -0.7 -1.4
H 0.0 -0.1 0.2
H 0.1 -0.1 0.1
H 0.0 0.0 0.7
H 0.5 0.0 -0.2
H 0.0 0.2 0.3
H 0.6 -0.2 0.4
H -0.2 -0.4 -0.4
H 0.7 -0.2 0.6
H -0.3 -0.5 -0.1
H -0.1 -0.3 -0.2
H 0.3 0.1 0.5
H -0.5 0.9 0.1

***

Entry 4:
Here is 2 unconnected molecules or ions with the total composition C17H12F2N2O2 in a non-equilibrium geometry from OMol25. Energies are from the ωB97M-V functional and the def2-TZVPD basis.

Orbital gap = 3.22 eV
Lowest unoccupied orbital energy = -0.13159 hartree
Multiplicity = 1
Molecular weight = 314.29 u
DFT total energy = -1114.6697 Eh
Relative energy (zero: lowest compared OMol25 entry of this formula, charge and spin) = 24.6 kcal/mol
F_max = 1.8 eV Å⁻¹
HOMO level = -6.80 eV

Element x y z (Å)
N -0.83003 0.66713 2.31109
C -1.13280 -0.67552 2.20523
O -2.26156 -1.16078 2.08062
N -0.03850 -1.54426 2.24581
C 1.32454 -1.31753 2.43861
O 2.07604 -2.28257 2.50310
C 1.53344 0.09832 2.51844
C 0.45247 0.95123 2.43206
H -0.29877 -2.50872 2.19135
H 2.50915 0.49172 2.65454
H 0.65951 2.02075 2.46621
F -1.50299 7.38309 -1.01126
C -1.88884 6.39841 -0.14202
C -1.67324 5.06863 -0.48580
C -2.03960 4.07854 0.41979
C -2.59594 4.37101 1.70452
C -2.82742 3.25968 2.57157
C -3.50356 3.25133 3.82769
C -3.73830 1.97020 4.41928
C -4.29701 1.81929 5.68307
C -4.67191 2.95939 6.38664
F -5.19137 2.82540 7.64656
C -4.52742 4.23326 5.85180
C -3.98652 4.37184 4.57497
C -2.85761 5.75559 1.95551
C -2.47939 6.75672 1.06245
H -1.21717 4.81077 -1.43716
H -1.87951 3.02649 0.18195
H -2.51856 2.27465 2.19184
H -3.42327 1.09687 3.84691
H -4.42530 0.83138 6.11555
H -4.82876 5.10083 6.43668
H -3.91907 5.38228 4.18614
H -3.33340 6.08429 2.87311
H -2.62967 7.80943 1.29532

Cartesian forces, eV/Å:
N -1.7 -0.7 -0.3
C 0.6 0.2 0.1
O 0.1 0.6 0.1
N -0.7 -0.3 0.0
C -0.9 0.3 -0.1
O 0.3 0.4 0.0
C -0.2 0.2 0.0
C 1.4 0.1 0.2
H -0.1 -0.5 -0.1
H 0.7 0.2 0.0
H 0.1 0.0 0.1
F -0.5 -1.2 1.1
C 0.5 0.4 -0.8
C -0.1 -0.2 0.1
C 0.2 -0.1 0.4
C 0.2 0.6 -0.8
C -1.1 0.6 0.0
C -0.4 -0.3 0.7
C 0.4 0.1 -0.1
C 0.0 0.0 -0.2
C -0.2 -0.6 0.8
F 0.6 0.2 -1.6
C 0.2 0.3 -0.7
C 0.1 0.1 0.5
C 0.3 0.3 -0.1
C -0.3 -0.3 0.5
H -0.1 0.1 0.2
H 0.1 0.2 0.0
H 0.2 0.1 0.2
H 0.0 0.0 0.2
H 0.0 0.2 0.0
H 0.0 -0.2 -0.2
H 0.0 -0.4 0.4
H 0.3 0.0 -0.5
H 0.0 -0.3 -0.1

***

Entry 5:
Here is a molecular structure, C17H12F7MoO4Se from OMol25. Energies are from the ωB97M-V functional and the def2-TZVPD basis.

Net charge = +1
Orbital gap = 6.59 eV
Lowest unoccupied orbital energy = -0.20576 hartree
Multiplicity = 1
Molecular weight = 588.17 u
DFT total energy = -4124.1694 Eh
F_max = 1.0 eV Å⁻¹
HOMO level = -12.19 eV

Element x y z (Å)
Mo -0.32019 -0.11012 -0.17230
F -1.10793 -2.38048 1.25940
C -0.03550 -2.08153 0.52398
F 0.86214 -1.42439 1.37905
H 0.40269 -2.94764 0.03987
F 0.88155 1.20727 2.17987
C -0.33101 1.21538 1.57247
F -1.22477 0.62682 2.40477
C -0.73201 2.68922 1.37731
F 0.26213 3.35330 0.78314
F -1.81432 2.77944 0.60384
F -0.98647 3.26053 2.54585
C 3.07336 4.82402 -3.97918
C 1.74949 5.16038 -3.73193
C 0.90769 4.22692 -3.15468
C 1.39148 2.96254 -2.79647
C 2.72847 2.63314 -3.05644
C 3.55978 3.56172 -3.65065
C 0.46363 2.05332 -2.15515
C 0.75674 0.94097 -1.44961
C 1.98816 0.24139 -1.01053
C 2.18828 -1.07944 -1.42714
C 3.22466 -1.83478 -0.88068
C 4.05366 -1.27084 0.06966
C 3.86667 0.05182 0.48388
C 2.83718 0.80222 -0.03709
H 3.73255 5.54796 -4.44015
H 1.37548 6.13992 -3.99532
H -0.13021 4.47266 -2.96503
H 3.10758 1.64969 -2.81531
H 4.58919 3.30890 -3.86535
H -0.58458 2.33277 -2.22418
H 1.56309 -1.48771 -2.20941
H 3.38286 -2.85219 -1.21231
H 4.86071 -1.85226 0.49572
H 4.52523 0.48376 1.22516
H 2.66551 1.81791 0.29546
O -0.68346 -1.58690 -2.39276
Se -2.24155 -2.00690 -2.53997
O -2.58416 -3.20734 -1.26775
O -1.96004 -0.02724 -0.47313
O -2.30021 -3.77211 -2.63097

Cartesian forces, eV/Å:
Mo -0.6 0.2 0.7
F 0.1 -0.2 0.0
C -0.3 0.1 -0.3
F -0.1 0.1 0.0
H 0.1 0.0 0.1
F 0.0 0.0 0.1
C 0.0 -0.2 -0.4
F 0.0 0.0 0.1
C 0.0 -0.1 0.2
F 0.1 0.1 -0.1
F -0.1 0.0 -0.1
F 0.0 0.0 0.0
C 0.0 0.0 0.0
C 0.0 -0.1 0.0
C 0.0 0.1 0.0
C -0.2 -0.1 0.1
C 0.1 0.0 0.0
C 0.0 0.0 0.0
C 0.1 0.1 0.0
C 0.1 -0.3 0.0
C -0.1 0.2 -0.2
C 0.1 -0.1 -0.1
C 0.0 0.0 0.0
C 0.0 0.0 0.0
C 0.0 0.0 0.0
C -0.1 0.0 0.0
H 0.0 0.0 0.0
H 0.0 0.0 0.0
H 0.0 0.0 0.0
H 0.0 0.0 0.0
H 0.0 0.0 0.0
H 0.0 0.0 0.0
H 0.0 0.0 0.0
H 0.0 0.0 0.0
H 0.0 0.0 0.0
H 0.0 0.0 0.0
H 0.0 0.0 0.0
O -0.5 -0.1 0.0
Se 0.4 -0.2 0.2
O 0.1 0.2 -0.4
O 0.7 0.1 -0.1
O 0.0 0.1 0.2

***

Question: Which value of DFT total energy does entry 3 give?
Answer: -1464.1536 Eh

***

Question: What is the molecular weight in the second record?
Answer: 875.49 u

***

Question: Which of these has the highest molecular weight?
Answer: C17H12AsBr2NO6ReS4

***

Question: What is the molecular weight in the second record?
Answer: 875.49 u